Entry 1:
{
  "formula": "C54H120N6O4S",
  "method": "ωB97M-V/def2-TZVPD",
  "total_charge": 4,
  "relative_energy_ev": 3.3955,
  "homo_ev": -15.94,
  "energy_ev": -85873.0994,
  "elements": ["S", "O", "O", "O", "O", "N", "N", "N", "N", "N", "N", "C", "C", "C", "C", "C", "C", "C", "C", "C", "C", "C", "C", "C", "C", "C", "C", "C", "C", "C", "C", "C", "C", "C", "C", "C", "C", "C", "C", "C", "C", "C", "C", "C", "C", "C", "C", "C", "C", "C", "C", "C", "C", "C", "C", "C", "C", "C", "C", "C", "C", "C", "C", "C", "C", "H", "H", "H", "H", "H", "H", "H", "H", "H", "H", "H", "H", "H", "H", "H", "H", "H", "H", "H", "H", "H", "H", "H", "H", "H", "H", "H", "H", "H", "H", "H", "H", "H", "H", "H", "H", "H", "H", "H", "H", "H", "H", "H", "H", "H", "H", "H", "H", "H", "H", "H", "H", "H", "H", "H", "H", "H", "H", "H", "H", "H", "H", "H", "H", "H", "H", "H", "H", "H", "H", "H", "H", "H", "H", "H", "H", "H", "H", "H", "H", "H", "H", "H", "H", "H", "H", "H", "H", "H", "H", "H", "H", "H", "H", "H", "H", "H", "H", "H", "H", "H", "H", "H", "H", "H", "H", "H", "H", "H", "H", "H", "H", "H", "H", "H", "H", "H", "H", "H", "H"],
  "coordinates": [[0.015, -0.225, -0.196], [0.059, -1.695, -0.198], [1.308, 0.260, -0.523], [-0.806, 0.167, -1.344], [-0.451, 0.284, 1.089], [-4.360, 1.255, 3.622], [1.956, -2.085, 3.176], [2.652, -2.081, -3.516], [-1.294, 3.900, -1.744], [4.179, 2.763, -0.271], [-3.254, -3.659, -0.642], [3.403, -2.052, -2.177], [5.433, 3.722, -0.049], [-3.500, 2.132, 4.583], [0.482, -2.599, 3.284], [4.251, -2.813, 1.860], [-2.355, -3.894, -1.959], [4.556, 4.105, 2.332], [-0.367, -1.849, 4.290], [-5.405, 0.421, 4.359], [5.716, 3.731, 1.443], [-2.888, 1.329, 5.709], [1.190, -2.433, -3.184], [1.868, -0.483, -5.276], [-4.565, -1.617, -1.703], [1.985, -0.564, 2.736], [-5.630, 4.156, 1.321], [5.251, -3.572, -6.263], [3.018, 2.867, 0.727], [2.710, -0.639, -4.020], [3.588, 3.184, -1.558], [3.264, -3.041, -4.590], [-0.483, 3.543, 0.739], [-2.049, -5.570, 0.733], [4.664, 1.295, -0.185], [-4.470, -4.569, -0.635], [3.467, 3.060, 2.231], [-1.463, 5.065, -2.827], [0.232, -2.263, -4.384], [2.695, -3.075, 2.158], [4.508, 2.897, -2.776], [3.827, 3.029, -4.126], [-0.812, 4.563, -0.391], [0.445, -0.975, -5.314], [1.665, -1.606, 5.686], [0.296, -2.075, 5.629], [-3.861, 0.349, 6.458], [-2.571, 2.974, -1.572], [-3.551, 0.211, 2.711], [-0.080, 3.011, -2.300], [2.563, -2.212, 4.583], [4.982, -4.047, 1.227], [-3.288, -6.431, 0.710], [-2.525, -4.076, 0.646], [-6.065, -1.397, -1.505], [-0.611, 2.464, -3.694], [-5.274, 2.121, 2.759], [-4.795, -0.491, 5.479], [-4.595, 3.226, 2.002], [-0.892, 3.450, -4.755], [-1.734, 4.648, -4.220], [-3.718, -2.165, -0.501], [-4.159, -6.088, -0.545], [4.723, -2.672, -5.062], [-0.091, 4.233, 2.042], [2.590, -4.095, 2.529], [-0.515, -0.791, 4.071], [4.775, -2.407, 2.726], [4.863, 1.104, 0.869], [-6.505, -2.327, -1.145], [2.658, 2.618, -1.603], [0.343, 3.394, 2.585], [-2.269, 5.614, -2.340], [-1.304, -2.396, 4.182], [-0.541, 5.632, -2.699], [0.038, -1.154, -6.309], [-3.007, -3.692, -2.809], [0.709, 4.882, 1.686], [2.114, -3.219, 1.247], [-5.469, 5.193, 1.613], [-1.632, 5.198, -0.056], [-1.476, -5.668, 1.655], [0.198, -3.129, 5.888], [-5.749, -0.261, 3.581], [-6.241, -0.652, -0.730], [4.375, -4.545, 0.470], [3.377, 4.252, -1.501], [-3.974, 2.911, 1.163], [-5.862, 1.505, 2.078], [-3.890, 3.770, 2.631], [2.448, 3.763, 0.481], [-2.964, 2.646, -2.534], [3.961, 0.552, -0.562], [6.354, 3.402, -0.538], [5.408, 3.512, -2.807], [0.988, -0.182, 2.955], [4.608, 3.055, -4.887], [6.533, 4.452, 1.425], [3.216, 3.932, -4.148], [6.105, -3.112, -6.760], [3.199, 2.213, -4.483], [0.387, -3.054, -5.118], [-4.310, -2.051, 0.407], [-5.519, 4.107, 0.238], [-2.828, -0.391, 3.261], [-0.808, -2.383, -4.078], [-1.382, 2.979, 0.986], [2.668, -3.056, -5.502], [-5.069, -4.259, 0.222], [4.801, 4.319, 3.373], [-3.723, -6.458, -1.473], [2.839, -0.064, 3.194], [0.881, -1.746, -2.397], [5.435, -2.756, -4.241], [1.926, 0.572, -5.543], [-0.268, -1.643, 6.455], [6.170, 2.796, 1.772], [0.713, 3.738, -2.477], [3.790, 2.109, 2.656], [-4.059, -6.373, 1.479], [5.250, 4.750, -0.358], [1.082, -3.459, -2.832], [-1.459, 1.821, -3.457], [0.079, -2.534, 2.273], [4.820, -1.682, -5.507], [-2.837, -1.532, -0.398], [4.557, -3.640, -7.101], [-4.111, 2.994, 4.849], [2.393, -0.975, -6.095], [5.620, -4.533, -5.906], [3.632, -2.002, 4.594], [4.456, -1.786, -2.275], [-2.478, 1.972, 6.489], [2.900, -1.428, -1.438], [-4.058, -0.741, -2.108], [-2.718, 4.186, -4.129], [6.030, -3.926, 0.953], [4.953, 1.939, -2.505], [4.177, -1.999, 1.140], [-4.606, 0.976, 6.948], [5.582, 1.294, -0.773], [-1.985, 0.768, 5.467], [-1.390, 3.059, -5.642], [3.741, -0.290, -3.959], [0.092, 1.755, -4.133], [0.413, 2.997, 0.443], [-6.020, 2.499, 3.458], [-6.177, 0.930, 4.935], [4.107, 5.076, 2.126], [2.425, 1.977, 0.512], [-4.246, -0.416, 2.152], [-1.740, 5.507, -4.891], [1.794, -0.567, 5.385], [-1.529, -3.184, -1.990], [-0.861, 4.855, 2.501], [-2.717, 2.611, 3.996], [-2.193, 2.114, -1.019], [0.401, -3.645, 3.579], [-4.505, -2.296, -2.554], [0.169, 2.188, -1.631], [-5.082, -4.350, -1.509], [0.065, 3.865, -5.073], [-2.140, -4.959, -2.045], [2.116, -1.890, 6.637], [-3.435, 3.458, -1.118], [3.356, -3.066, -1.781], [-4.094, -1.215, 5.064], [3.218, -4.064, -4.218], [-6.669, 4.105, 1.647], [-1.272, -5.887, 0.036], [-3.270, -3.777, 1.384], [1.947, -0.481, 1.650], [2.637, 3.359, 2.871], [-1.710, -3.372, 0.813], [-2.983, 0.836, 2.022], [-5.053, -6.710, -0.583], [4.923, -4.817, 1.996], [-6.657, -1.061, -2.356], [0.091, 5.114, -0.654], [-0.074, -0.144, -4.835], [-3.061, -7.490, 0.829], [-5.496, -1.052, 6.097], [-3.239, -0.308, 7.065], [2.577, -3.296, 4.700], [2.171, -0.181, -3.190]],
  "forces_ev_per_a": [[-2.64, -1.95, -1.14], [-0.05, -1.61, 0.87], [5.36, 2.05, -0.09], [-2.10, 0.83, -0.52], [-0.69, 0.56, 1.09], [-0.64, -1.29, -0.11], [0.42, -0.26, -0.47], [0.76, -0.17, -0.15], [0.87, -0.77, -0.49], [1.00, 0.29, 0.19], [0.75, -0.38, -0.55], [-0.20, -1.43, -0.37], [-1.08, -0.92, 2.00], [0.25, -0.49, -1.04], [0.30, 0.99, -1.25], [-1.56, 0.45, -0.90], [-1.96, 0.39, 0.99], [-0.52, 0.61, 0.30], [0.55, -0.49, -0.25], [1.22, -2.48, 1.96], [1.09, 0.73, -0.31], [-0.45, -1.09, 1.26], [-0.61, 0.84, -1.03], [2.07, -0.06, -1.72], [0.29, -0.56, -0.89], [-0.90, -1.81, -0.37], [0.22, 1.06, 0.54], [-0.06, 0.35, 0.74], [0.83, 0.90, 1.58], [-2.21, -0.91, 1.31], [0.27, -0.53, -1.55], [1.23, 0.38, -0.19], [-0.97, 1.08, -0.76], [-0.95, 1.32, 0.97], [0.49, 1.32, -0.32], [-0.53, -0.65, -0.50], [-0.15, -0.69, -0.84], [0.60, -0.24, 2.85], [1.00, 0.41, -1.95], [1.06, -0.36, 0.73], [-0.06, -0.40, 1.23], [0.21, -0.42, -0.36], [-0.80, -1.55, -0.34], [-0.72, -0.10, 3.17], [3.10, 0.42, -1.65], [-2.72, -0.53, 0.94], [-1.18, 0.76, -2.05], [1.23, 0.73, -0.22], [0.04, 2.09, 0.51], [-2.31, 0.58, -1.81], [-0.54, -2.42, -0.41], [-1.48, -0.28, 1.56], [-1.39, -0.96, -1.04], [1.06, 0.66, -0.47], [0.08, 0.01, 1.21], [0.58, -1.58, 1.51], [0.35, 0.17, -0.08], [2.76, 0.75, 0.04], [0.00, 0.69, -0.62], [0.32, 2.73, 0.02], [-0.88, -2.11, -0.20], [-0.27, -0.06, -1.22], [1.00, -0.28, -0.31], [-0.04, -0.75, -0.83], [0.81, 0.12, -1.62], [0.04, 0.13, 1.06], [-0.05, -0.05, -0.16], [-0.02, -0.32, 0.09], [0.11, 0.02, -0.20], [-0.21, -0.01, -0.03], [-0.13, 0.01, -0.51], [-0.26, 0.56, 0.90], [-0.09, 0.42, -0.57], [-0.39, 0.33, 0.41], [0.03, 0.06, -0.07], [0.29, 0.10, 0.11], [-0.10, 0.17, 0.15], [0.36, 0.42, 0.85], [-0.15, 1.26, -0.21], [0.57, 0.13, -0.19], [0.14, 0.32, -0.24], [-0.36, 0.16, 0.46], [0.42, -0.34, -0.20], [-0.77, 0.42, 0.20], [-0.05, 0.08, 0.18], [0.18, 0.54, -0.63], [-0.14, -0.04, 0.23], [0.12, -0.79, 0.20], [0.32, -0.43, 0.03], [-0.35, 0.25, 0.19], [0.10, 0.00, -0.28], [0.54, 0.13, -0.01], [-0.42, 0.54, -0.09], [-0.57, -0.59, -0.48], [-0.27, 0.58, 0.31], [0.45, 0.35, 0.53], [-0.09, 0.50, -0.07], [0.12, 0.19, 0.87], [0.20, 0.14, -0.22], [0.18, 0.33, 0.49], [-0.23, -0.23, 0.63], [0.09, -0.56, 0.34], [0.04, -0.59, 0.15], [-0.47, -0.06, 0.11], [-0.37, 0.24, 0.35], [0.12, 0.32, 0.24], [0.36, -0.77, -0.60], [-0.46, 0.42, 0.40], [0.12, 0.02, 0.15], [0.57, -0.72, 0.10], [0.62, 0.37, -0.15], [-0.24, -0.16, 0.06], [0.17, -0.07, 0.24], [-0.02, 0.06, 0.03], [-0.17, 0.12, -0.06], [-0.14, 0.46, -0.07], [-0.05, -0.13, -0.01], [0.12, -0.03, 0.26], [0.26, -0.14, -0.08], [0.66, 1.02, 0.93], [-0.74, -0.27, -0.30], [0.62, 0.03, 0.13], [-0.01, 0.02, -0.05], [0.12, 0.28, -0.18], [-0.53, 0.33, 0.53], [0.37, -0.39, -0.01], [-0.44, -0.39, 0.36], [-0.46, -0.45, 0.52], [0.36, 0.05, -0.12], [-0.45, -0.15, -0.21], [-0.27, 0.91, -0.11], [-0.18, 0.11, -0.43], [-0.30, 0.56, -0.15], [-0.33, 0.33, -0.45], [-0.04, 0.24, 0.34], [-0.59, 0.56, -0.63], [-0.31, 0.33, -0.10], [-0.25, -0.52, -0.98], [0.50, 0.24, -0.17], [0.49, -0.07, 1.03], [0.01, -0.46, 0.33], [-0.08, -0.10, -0.91], [0.08, -0.23, 0.18], [-0.12, -0.13, -0.75], [0.43, -0.05, 0.50], [-0.73, -0.75, -0.07], [0.21, 0.40, 0.01], [-0.03, 0.89, -0.98], [0.07, 0.21, -0.88], [-0.17, -0.05, 0.17], [-0.17, 0.25, 0.31], [-0.16, -0.09, 0.12], [-0.53, 0.63, 1.23], [0.08, -0.28, 0.59], [0.06, -0.41, 0.27], [0.10, -0.39, -0.31], [-0.22, -0.09, -0.01], [0.98, -0.10, 0.00], [0.26, -0.31, 0.04], [-0.18, 0.13, 0.03], [0.19, -0.01, -0.15], [0.19, -0.03, -0.32], [0.43, 0.28, 0.48], [0.20, 0.61, 0.00], [0.55, 0.55, 0.44], [0.11, -0.10, -0.05], [-0.31, -0.38, -0.45], [0.11, 0.13, 0.40], [-0.08, -0.95, -0.22], [-0.46, 0.32, -0.72], [0.02, -0.75, 0.40], [0.59, -0.36, -0.11], [-0.33, -0.01, -0.43], [0.27, 0.04, -0.50], [0.06, -0.15, -0.07], [-0.47, 0.55, 0.56], [0.54, -0.11, 0.27], [0.53, -0.15, -0.29], [-0.23, 0.26, -0.04], [-0.78, -0.20, -0.19], [0.24, -0.12, -0.79], [-0.42, 0.31, -0.43], [-0.58, 0.19, 0.40], [-0.12, -0.27, 0.20], [0.04, 0.70, 0.10]],
  "lowdin_charge": [0.09, -0.41, -0.39, -0.39, -0.38, -0.19, -0.17, -0.22, -0.17, -0.21, -0.20, 0.02, -0.06, -0.07, -0.11, -0.19, 0.09, -0.18, -0.17, -0.11, -0.17, -0.16, -0.10, -0.18, -0.21, 0.05, -0.07, -0.07, -0.09, -0.11, -0.15, -0.07, -0.24, -0.14, 0.05, -0.11, -0.15, -0.10, -0.11, -0.07, -0.20, -0.07, -0.08, -0.13, -0.16, -0.22, -0.14, 0.05, 0.08, -0.04, -0.10, -0.07, -0.18, -0.10, -0.09, -0.18, -0.15, -0.14, -0.23, -0.17, -0.15, -0.08, -0.14, -0.20, -0.08, 0.12, 0.10, 0.10, 0.10, 0.07, 0.11, 0.07, 0.13, 0.12, 0.13, 0.13, 0.09, 0.07, 0.11, 0.08, 0.13, 0.11, 0.14, 0.12, 0.06, 0.07, 0.14, 0.08, 0.14, 0.10, 0.11, 0.09, 0.09, 0.14, 0.12, 0.07, 0.09, 0.13, 0.08, 0.08, 0.05, 0.10, 0.11, 0.07, 0.08, 0.10, 0.09, 0.12, 0.13, 0.13, 0.11, 0.10, 0.09, 0.10, 0.11, 0.12, 0.12, 0.11, 0.09, 0.12, 0.14, 0.14, 0.10, 0.10, 0.10, 0.11, 0.08, 0.15, 0.11, 0.08, 0.13, 0.10, 0.13, 0.07, 0.11, 0.11, 0.08, 0.09, 0.07, 0.12, 0.10, 0.09, 0.13, 0.13, 0.09, 0.07, 0.14, 0.15, 0.13, 0.09, 0.09, 0.14, 0.12, 0.08, 0.09, 0.12, 0.07, 0.14, 0.09, 0.08, 0.13, 0.11, 0.09, 0.14, 0.08, 0.10, 0.09, 0.14, 0.09, 0.12, 0.12, 0.06, 0.11, 0.10, 0.08, 0.13, 0.08, 0.09, 0.12, 0.08, 0.12, 0.13, 0.12, 0.13, 0.12]
}


Entry 2:
{
  "formula": "C6H12",
  "method": "ωB97M-V/def2-TZVPD",
  "total_charge": 0,
  "relative_energy_ev": 4.9164,
  "homo_ev": -7.04,
  "energy_ev": -6412.0243,
  "elements": ["C", "C", "C", "C", "C", "C", "H", "H", "H", "H", "H", "H", "H", "H", "H", "H", "H", "H"],
  "coordinates": [[0.617, 1.291, -0.364], [0.743, -1.417, -0.920], [-0.650, 1.165, 0.218], [1.149, -0.157, -1.428], [-0.928, 0.646, 1.588], [-1.070, -0.740, 1.028], [1.448, -1.986, -0.314], [0.708, 0.132, -2.382], [-0.065, 0.753, 2.252], [-0.252, -1.034, 0.039], [-1.526, 1.338, -0.407], [-2.080, -0.961, 0.680], [2.212, 0.077, -1.389], [0.077, -2.029, -1.525], [-0.694, -1.550, 1.659], [0.678, 2.038, -1.154], [1.445, 1.362, 0.345], [-1.811, 1.071, 2.076]],
  "forces_ev_per_a": [[-0.19, 0.29, 0.29], [0.20, 0.02, -0.19], [0.15, 0.08, -0.17], [0.07, -0.33, -0.22], [0.01, 0.02, 0.02], [-0.13, -0.17, 0.15], [-0.12, 0.10, -0.07], [0.07, -0.04, 0.17], [-0.12, -0.03, -0.11], [-0.08, 0.07, 0.10], [0.12, -0.02, 0.07], [0.16, 0.05, 0.04], [-0.21, 0.00, 0.04], [0.05, 0.11, 0.13], [-0.01, 0.11, -0.13], [0.00, -0.16, 0.08], [-0.12, -0.03, -0.11], [0.14, -0.08, -0.11]],
  "lowdin_charge": [-0.15, -0.17, -0.16, -0.20, -0.25, -0.12, 0.07, 0.09, 0.11, 0.04, 0.12, 0.08, 0.09, 0.07, 0.09, 0.09, 0.10, 0.10]
}


Copy entry 2 word for word.
{
  "formula": "C6H12",
  "method": "ωB97M-V/def2-TZVPD",
  "total_charge": 0,
  "relative_energy_ev": 4.9164,
  "homo_ev": -7.04,
  "energy_ev": -6412.0243,
  "elements": ["C", "C", "C", "C", "C", "C", "H", "H", "H", "H", "H", "H", "H", "H", "H", "H", "H", "H"],
  "coordinates": [[0.617, 1.291, -0.364], [0.743, -1.417, -0.920], [-0.650, 1.165, 0.218], [1.149, -0.157, -1.428], [-0.928, 0.646, 1.588], [-1.070, -0.740, 1.028], [1.448, -1.986, -0.314], [0.708, 0.132, -2.382], [-0.065, 0.753, 2.252], [-0.252, -1.034, 0.039], [-1.526, 1.338, -0.407], [-2.080, -0.961, 0.680], [2.212, 0.077, -1.389], [0.077, -2.029, -1.525], [-0.694, -1.550, 1.659], [0.678, 2.038, -1.154], [1.445, 1.362, 0.345], [-1.811, 1.071, 2.076]],
  "forces_ev_per_a": [[-0.19, 0.29, 0.29], [0.20, 0.02, -0.19], [0.15, 0.08, -0.17], [0.07, -0.33, -0.22], [0.01, 0.02, 0.02], [-0.13, -0.17, 0.15], [-0.12, 0.10, -0.07], [0.07, -0.04, 0.17], [-0.12, -0.03, -0.11], [-0.08, 0.07, 0.10], [0.12, -0.02, 0.07], [0.16, 0.05, 0.04], [-0.21, 0.00, 0.04], [0.05, 0.11, 0.13], [-0.01, 0.11, -0.13], [0.00, -0.16, 0.08], [-0.12, -0.03, -0.11], [0.14, -0.08, -0.11]],
  "lowdin_charge": [-0.15, -0.17, -0.16, -0.20, -0.25, -0.12, 0.07, 0.09, 0.11, 0.04, 0.12, 0.08, 0.09, 0.07, 0.09, 0.09, 0.10, 0.10]
}